No. 1
2 unconnected molecules or ions with the total composition C2H10NS. Source: the OMol25 dataset; level of theory: the ωB97M-V functional and the def2-TZVPD basis.

CARTESIAN COORDINATES (ANGSTROEM)
C (-1.601, 0.414, 1.606)
S (-2.139, 0.384, -0.144)
H (-0.661, -0.106, 1.748)
H (-1.495, 1.457, 1.892)
H (-2.370, -0.061, 2.206)
H (-2.438, -0.924, -0.194)
C (1.870, -0.179, -0.349)
N (0.813, -0.109, -1.413)
H (1.896, 0.760, 0.185)
H (1.638, -0.993, 0.326)
H (2.827, -0.365, -0.818)
H (1.117, 0.515, -2.162)
H (-0.118, 0.231, -1.051)
H (0.662, -1.024, -1.835)

Calculated values
HOMO ... -13.60 eV
Total energy ... -534.88386 Eh
Charge ... +1
Relative energy (zero: lowest compared OMol25 entry of this formula, charge and spin) ... 12.9 kJ/mol
Kohn-Sham gap ... 10.064 eV
Strongest force on any atom ... 0.32 eV/A

Atom charges from the Löwdin analysis, given in e for atoms 1 to 5:
1 C -0.420
2 S 0.700
3 H 0.016
4 H 0.039
5 H 0.039


No. 2
A gas-phase ion, C5H8N (charge +1). Source: the OMol25 dataset; level of theory: the ωB97M-V functional and the def2-TZVPD basis.

CARTESIAN COORDINATES (ANGSTROEM)
C (-1.124, -0.181, 0.110)
C (-2.366, -0.456, 0.335)
C (0.517, 1.374, 0.446)
C (0.503, -0.115, 0.371)
C (1.567, -0.999, -0.027)
N (-0.291, 0.767, -0.576)
H (-3.043, -0.169, -0.419)
H (-2.723, -1.325, 0.838)
H (0.022, 1.884, 1.253)
H (1.434, 1.818, 0.133)
H (1.176, -1.927, -0.334)
H (2.576, -1.119, 0.465)
H (1.871, -0.467, -1.089)
H (-0.120, 0.913, -1.505)

Calculated values
HOMO ... -15.26 eV
Total energy ... -249.64797 Eh
Charge ... +1
SMILES string ... C=C1[N@H+]2C[C@@]12C
Relative energy (zero: lowest compared OMol25 entry of this formula, charge and spin) ... 465.2 kJ/mol
Kohn-Sham gap ... 12.015 eV
Strongest force on any atom ... 5.28 eV/A

Atom charges from the Löwdin analysis, given in e for atoms 1 to 5:
1 C -0.075
2 C 0.145
3 C 0.033
4 C -0.177
5 C 0.001


No. 3
14 unconnected molecules or ions with the total composition C40H90N6O16. Source: the OMol25 dataset; level of theory: the ωB97M-V functional and the def2-TZVPD basis.

CARTESIAN COORDINATES (ANGSTROEM)
C (-6.610, -1.604, 2.657)
C (-7.594, -2.723, 2.282)
O (-6.925, -3.913, 2.660)
O (-5.670, -1.461, 1.557)
H (-6.007, -1.884, 3.523)
H (-7.074, -0.625, 2.884)
H (-7.929, -2.567, 1.295)
H (-8.408, -2.514, 2.911)
H (-7.436, -4.697, 2.468)
H (-5.032, -2.209, 1.561)
C (-3.759, 2.900, 3.716)
C (-3.679, 1.390, 3.634)
O (-2.794, 0.987, 2.467)
O (-4.294, 3.444, 2.578)
H (-2.741, 3.268, 3.924)
H (-4.367, 3.316, 4.492)
H (-4.635, 0.903, 3.557)
H (-3.249, 1.004, 4.568)
H (-3.263, 0.216, 2.064)
H (-3.814, 3.172, 1.804)
C (4.533, 0.475, -3.824)
C (3.066, 0.092, -3.893)
O (2.616, 0.086, -5.241)
O (4.735, 1.813, -4.294)
H (5.118, -0.259, -4.331)
H (4.828, 0.547, -2.736)
H (2.573, 0.835, -3.227)
H (2.819, -0.887, -3.448)
H (2.116, -0.718, -5.432)
H (5.209, 1.824, -5.134)
C (-3.467, -4.717, 1.314)
C (-4.068, -6.102, 1.302)
O (-5.457, -6.214, 0.803)
O (-4.221, -3.801, 2.179)
H (-3.492, -4.318, 0.268)
H (-2.409, -4.725, 1.626)
H (-4.050, -6.566, 2.272)
H (-3.387, -6.664, 0.614)
H (-5.700, -5.405, 0.368)
H (-5.060, -4.209, 2.479)
C (1.372, 1.719, 3.186)
C (2.121, 2.385, 4.263)
O (1.304, 3.403, 4.945)
O (0.217, 1.115, 3.867)
H (1.903, 0.958, 2.624)
H (0.993, 2.477, 2.502)
H (2.982, 2.844, 3.810)
H (2.448, 1.635, 4.955)
H (0.453, 2.926, 5.114)
H (-0.560, 1.083, 3.261)
C (5.041, -2.650, 2.092)
C (3.806, -1.807, 1.946)
O (3.777, -0.576, 2.586)
O (6.157, -1.884, 1.597)
H (4.979, -3.552, 1.461)
H (5.247, -2.940, 3.124)
H (2.936, -2.406, 2.298)
H (3.709, -1.675, 0.855)
H (4.610, -0.110, 2.338)
H (6.446, -2.391, 0.820)
C (-0.967, -2.395, 4.010)
C (-1.091, -3.833, 3.697)
O (-0.391, -4.187, 2.539)
O (0.348, -1.936, 4.092)
H (-1.447, -2.114, 4.973)
H (-1.492, -1.827, 3.198)
H (-2.187, -4.012, 3.629)
H (-0.810, -4.466, 4.528)
H (0.486, -3.941, 2.748)
H (0.371, -0.952, 4.165)
C (5.408, 2.657, 0.445)
C (5.715, 1.242, 0.035)
O (6.374, 0.717, 1.165)
O (4.576, 2.662, 1.587)
H (4.928, 3.101, -0.414)
H (6.346, 3.130, 0.507)
H (6.341, 1.175, -0.856)
H (4.834, 0.602, -0.283)
H (6.375, -0.244, 1.144)
H (5.162, 2.339, 2.295)
C (0.296, 6.462, 0.686)
C (0.352, 5.767, 2.059)
C (1.155, 6.522, 3.200)
C (0.359, 7.419, 4.021)
N (-0.421, 8.079, 4.561)
H (1.193, 6.318, 0.171)
H (0.096, 7.486, 0.853)
H (-0.521, 6.111, -0.046)
H (0.841, 4.808, 2.038)
H (-0.652, 5.603, 2.418)
H (1.911, 7.130, 2.710)
H (1.492, 5.782, 3.866)
C (-0.014, 2.782, -5.781)
C (0.602, 4.031, -5.269)
C (1.640, 3.731, -4.114)
C (0.966, 2.875, -3.061)
N (0.408, 2.138, -2.383)
H (-0.708, 2.292, -5.109)
H (0.806, 2.111, -5.964)
H (-0.519, 2.940, -6.686)
H (-0.160, 4.786, -4.976)
H (1.217, 4.479, -6.054)
H (2.093, 4.599, -3.699)
H (2.386, 3.106, -4.621)
C (-4.166, 3.632, -0.860)
C (-2.781, 3.033, -1.039)
C (-2.875, 1.570, -1.587)
C (-3.443, 1.527, -2.941)
N (-3.735, 1.445, -4.082)
H (-4.767, 3.144, -0.142)
H (-4.724, 3.716, -1.786)
H (-4.048, 4.640, -0.430)
H (-2.220, 2.963, -0.105)
H (-2.251, 3.723, -1.703)
H (-3.455, 0.965, -0.856)
H (-1.847, 1.296, -1.753)
C (-1.586, -1.384, 0.389)
C (-0.361, -0.794, 1.035)
C (0.654, -0.252, 0.081)
C (1.155, -1.188, -0.948)
N (1.419, -1.967, -1.745)
H (-1.993, -0.613, -0.267)
H (-2.379, -1.617, 1.105)
H (-1.408, -2.269, -0.206)
H (0.208, -1.480, 1.672)
H (-0.735, 0.031, 1.625)
H (1.554, 0.043, 0.577)
H (0.300, 0.702, -0.454)
C (-2.793, -1.839, -4.203)
C (-1.548, -1.499, -3.419)
C (-0.617, -0.751, -4.271)
C (-0.081, -1.467, -5.439)
N (0.388, -2.013, -6.345)
H (-2.610, -2.557, -4.917)
H (-3.239, -0.984, -4.742)
H (-3.555, -2.253, -3.519)
H (-1.088, -2.437, -3.056)
H (-1.734, -0.915, -2.518)
H (0.181, -0.256, -3.749)
H (-1.127, 0.156, -4.658)
C (3.029, -5.771, -2.163)
C (3.723, -5.208, -3.403)
C (4.309, -3.788, -3.207)
C (5.235, -3.664, -2.053)
N (5.896, -3.555, -1.143)
H (2.568, -6.726, -2.466)
H (2.249, -5.089, -1.817)
H (3.761, -5.887, -1.323)
H (2.935, -5.229, -4.164)
H (4.535, -5.786, -3.811)
H (3.547, -2.993, -3.054)
H (4.862, -3.476, -4.084)

Calculated values
HOMO ... -10.21 eV
Total energy ... -3110.25658 Eh
Kohn-Sham gap ... 10.525 eV
Strongest force on any atom ... 3.62 eV/A

Atom charges from the Löwdin analysis, given in e for atoms 1 to 5:
1 C -0.204
2 C -0.212
3 O -0.064
4 O -0.115
5 H 0.117


No. 4
A molecular structure, C32H25F6N5O4Sn. Source: the OMol25 dataset; level of theory: the ωB97M-V functional and the def2-TZVPD basis.

CARTESIAN COORDINATES (ANGSTROEM)
Sn (0.521, 0.753, 0.065)
C (-2.267, 3.799, 2.357)
C (-1.669, 2.806, 1.413)
N (-0.792, 1.929, 1.742)
N (-0.352, 1.851, 3.023)
C (0.418, 0.776, 3.179)
O (0.709, -0.073, 2.288)
C (0.970, 0.570, 4.553)
C (1.440, -0.690, 4.909)
C (1.964, -0.910, 6.174)
C (2.030, 0.132, 7.088)
C (1.564, 1.392, 6.736)
C (1.031, 1.610, 5.476)
C (-2.117, 2.742, 0.005)
C (-3.167, 3.518, -0.478)
C (-3.607, 3.325, -1.777)
C (-2.998, 2.364, -2.568)
C (-1.936, 1.656, -2.030)
N (-1.500, 1.855, -0.791)
H (-1.847, 3.651, 3.346)
H (-3.352, 3.681, 2.410)
H (-2.061, 4.821, 2.027)
H (1.374, -1.493, 4.186)
H (2.317, -1.896, 6.448)
H (2.443, -0.038, 8.075)
H (1.617, 2.206, 7.447)
H (0.658, 2.584, 5.190)
H (-3.642, 4.247, 0.163)
H (-4.430, 3.912, -2.163)
H (-3.326, 2.162, -3.577)
H (-1.409, 0.897, -2.594)
O (1.177, -2.191, 0.407)
C (2.536, -2.260, 0.406)
C (3.359, -1.827, 1.432)
C (4.710, -1.981, 1.198)
C (5.207, -2.529, 0.000)
C (4.366, -2.938, -1.008)
C (2.992, -2.797, -0.790)
C (1.812, -3.031, -1.547)
N (0.791, -2.662, -0.834)
N (-0.506, -2.741, -1.161)
C (-1.287, -1.762, -0.741)
O (-0.991, -0.782, 0.003)
C (-2.707, -1.866, -1.190)
C (-3.635, -0.966, -0.675)
C (-4.954, -1.010, -1.097)
C (-5.351, -1.950, -2.038)
C (-4.427, -2.849, -2.553)
C (-3.108, -2.811, -2.130)
H (2.949, -1.377, 2.325)
H (5.412, -1.657, 1.955)
H (6.277, -2.615, -0.130)
H (4.746, -3.334, -1.939)
H (1.647, -3.389, -2.548)
H (-3.308, -0.240, 0.058)
H (-5.673, -0.310, -0.691)
H (-6.381, -1.982, -2.370)
H (-4.735, -3.581, -3.288)
H (-2.380, -3.502, -2.530)
C (1.412, 1.903, -3.333)
C (1.412, 0.369, -3.224)
O (0.838, -0.116, -2.096)
C (0.676, -0.221, -4.455)
F (-0.559, 0.316, -4.564)
F (1.304, 0.023, -5.622)
F (0.508, -1.548, -4.365)
C (2.902, -0.078, -3.289)
F (3.609, 0.519, -4.265)
F (3.515, 0.213, -2.131)
F (3.046, -1.410, -3.480)
H (0.392, 2.267, -3.226)
H (1.817, 2.256, -4.280)
H (2.010, 2.308, -2.517)

Calculated values
HOMO ... -7.48 eV
Total energy ... -2622.67799 Eh
Relative energy (zero: lowest compared OMol25 entry of this formula, charge and spin) ... 225.3 kJ/mol
Kohn-Sham gap ... 6.990 eV
Strongest force on any atom ... 0.36 eV/A

Atom charges from the Löwdin analysis, given in e for atoms 1 to 5:
1 Sn 1.413
2 C -0.026
3 C -0.272
4 N -0.063
5 N 0.067


Q: What is the total energy in the third record?
A: -3110.25658 Eh